The following is a DFT calculation (ωB97M-V/def2-TZVPD) of a molecular structure, C3H3O2Tl at a distorted geometry.

Computed properties:
Total charge: +2
Kohn-Sham gap (alpha / beta) in eV: 7.1 / 7.2
E_HOMO (alpha / beta) in eV: -20.74 / -21.43
Energy above the lowest of the compared OMol25 structures with the same formula, charge and spin in kcal/mol: 30.94
E_LUMO (alpha / beta) in eV: -13.68 / -14.28

```
9
Properties=species:S:1:pos:R:3:mulliken_charge:R:1
Tl 0.19 0.20 2.11 1.204
O 2.38 -0.79 -1.07 -0.086
O 1.82 -0.13 1.05 -0.300
C -0.58 -0.33 0.04 -0.429
C 1.76 -0.44 -0.14 0.808
C -1.32 0.66 -0.51 -0.299
H -1.00 -1.34 0.02 0.471
H -0.91 1.66 -0.67 0.328
H -2.36 0.51 -0.81 0.303
```